(1)
Entry from the OMol25 dataset: a structure of composition C3H8BrO5SV (ωB97M-V/def2-TZVPD).

Geometry as XYZ:
```
19
Properties=species:S:1:pos:R:3:forces:R:3
O -2.23332 1.14810 5.28697 -2.07 -1.68 -1.07
V -3.27875 0.19570 4.50266 3.40 1.14 -1.28
O -3.53328 -1.09194 5.31119 -0.20 -0.21 0.63
Br -2.12154 -0.58723 2.29481 -1.17 0.71 1.74
O 1.17735 2.67961 -1.77733 0.13 0.60 -0.32
S 0.55072 1.45847 -1.42781 0.33 -0.55 0.43
O -0.58735 0.97149 -2.13470 -0.42 0.03 0.00
O 1.71881 0.37401 -1.53444 -0.34 0.18 0.27
C 1.43414 -1.00327 -1.20960 0.35 -0.70 -0.64
C 0.75700 -1.76119 -2.34318 0.12 0.18 0.22
C 0.26202 1.47330 0.32554 0.43 0.54 -0.69
H 0.88375 -1.11665 -0.27513 0.00 0.27 0.02
H 2.43039 -1.42583 -1.08201 -0.03 0.05 0.30
H -0.20049 -1.30933 -2.58036 -0.05 -0.11 -0.14
H 0.61426 -2.79826 -2.03498 -0.06 0.02 0.04
H 1.40695 -1.76631 -3.21710 -0.10 0.10 -0.09
H -0.07691 0.48901 0.61781 0.00 0.12 0.40
H -0.43195 2.27315 0.56940 -0.34 -0.23 -0.18
H 1.22820 1.79717 0.70826 0.02 -0.46 0.35
```
Forces are in eV/Å.

The calculation puts the energy relative to the best compared isomer or geometry (same formula, charge and spin) at 0.000 eV. For the HOMO energy, the calculation gives -10.644 eV. The value obtained for the orbital gap is 7.684 eV.

---

(2)
Entry from the OMol25 dataset: a structure of composition C39H37ClLaN10O (ωB97M-V/def2-TZVPD).

Geometry as XYZ:
```
89
Properties=species:S:1:pos:R:3:forces:R:3
La 0.08610 0.14980 -0.23500 0.58 -2.34 0.52
C 5.70150 1.58710 0.88330 0.05 -0.05 -0.06
C 5.07820 2.19540 1.96180 0.09 0.02 -0.07
C 3.70200 2.29250 2.02150 -0.12 -0.16 -0.08
C 2.90780 1.78390 0.98470 0.59 0.07 -0.06
C 3.54920 1.16100 -0.09700 -0.38 0.06 0.05
C 4.92600 1.06480 -0.14230 0.15 -0.01 0.03
N 1.52330 1.76370 1.04260 -0.46 0.64 0.55
C 0.81140 2.76100 1.55740 -0.03 -0.47 -0.05
C 1.29020 4.08370 1.79890 0.06 0.49 0.04
C 0.50770 5.02280 2.39850 0.47 -0.28 -0.17
C -0.80730 4.72420 2.82890 -0.48 -0.35 0.03
C -1.34600 3.50540 2.55780 -0.14 0.23 0.05
C -0.58500 2.50830 1.88760 0.09 0.40 -0.08
N -1.05360 1.30320 1.55260 -1.47 -0.26 1.76
N -2.25600 0.93530 1.92650 0.53 1.70 0.09
C -2.55870 -0.36330 1.66460 0.07 -1.08 -0.13
C -3.82150 -0.85050 2.05340 0.20 0.11 -0.08
C -4.09260 -2.19130 1.91080 0.23 -0.01 -0.06
C -3.10130 -3.03880 1.41340 0.08 0.00 -0.07
C -1.89920 -2.47990 1.02740 -0.15 -0.37 0.03
N -1.62830 -1.18120 1.11510 -0.97 0.10 0.69
H 6.77810 1.51820 0.84220 0.07 0.00 0.01
H 5.66740 2.60470 2.76690 0.11 0.02 0.11
H 3.23600 2.74040 2.88660 -0.06 0.02 0.05
H 2.93900 0.78990 -0.91600 0.17 0.05 0.05
H 5.40140 0.58320 -0.98720 0.02 0.02 -0.04
H 2.28220 4.33490 1.45220 0.01 0.04 0.04
H 0.89200 6.02010 2.55550 0.08 0.07 -0.04
H -1.37830 5.47750 3.34850 -0.11 0.05 0.00
H -2.36500 3.25820 2.81800 -0.01 0.03 0.06
H -4.53460 -0.16340 2.48090 -0.03 0.08 0.00
H -5.04800 -2.59880 2.20500 -0.10 0.03 0.05
H -3.25710 -4.10420 1.33910 0.00 -0.04 -0.04
H -1.08800 -3.09220 0.64990 -0.03 -0.11 -0.09
Cl -0.20640 7.30090 -1.53840 -0.01 0.27 0.01
C 0.05290 5.59570 -1.60730 -0.22 -0.23 0.04
C 1.34940 5.09560 -1.78100 -0.24 -0.03 0.03
C 1.56050 3.74510 -1.82260 -0.16 -0.34 0.01
C 0.50550 2.80330 -1.67830 -0.25 1.61 -0.44
O 0.74260 1.54260 -1.74840 0.81 0.98 -1.72
C -0.81750 3.34480 -1.52960 0.91 -0.06 0.10
C -1.96350 2.50140 -1.53700 -0.35 -0.59 -0.16
N -1.92260 1.23050 -1.29660 -0.19 0.94 -0.03
C -3.04730 0.44400 -1.50260 -0.93 -0.35 -0.15
C -4.35370 0.85890 -1.33010 0.64 -0.04 0.05
C -5.42590 0.02760 -1.66980 -0.15 -0.33 -0.20
C -5.20730 -1.20480 -2.22200 -0.10 0.12 0.06
C -3.89310 -1.69550 -2.36170 0.32 0.25 0.20
C -3.60310 -2.96600 -2.89850 0.34 0.02 0.07
C -2.30460 -3.39920 -2.91000 -0.27 -0.05 0.00
C -1.31030 -2.58460 -2.34590 0.07 0.18 -0.04
N -1.52680 -1.37000 -1.89280 0.13 -0.25 -0.28
C -2.79810 -0.89700 -1.93090 -0.63 0.03 -0.05
C -1.01110 4.73610 -1.50950 0.23 0.10 0.01
H 2.17420 5.78090 -1.90180 0.07 0.09 0.03
H 2.55380 3.35420 -1.97330 0.16 -0.08 -0.01
H -2.90170 2.97080 -1.85210 0.03 -0.09 0.06
H -4.55230 1.83170 -0.90980 -0.01 0.16 0.03
H -6.43400 0.38060 -1.51660 -0.10 0.03 0.00
H -6.02950 -1.82980 -2.53730 -0.10 -0.04 0.00
H -4.40820 -3.57430 -3.28650 -0.03 -0.07 -0.02
H -2.03500 -4.35770 -3.32320 0.01 -0.12 0.01
H -0.29280 -2.95330 -2.26450 -0.04 0.01 -0.03
H -2.01710 5.11590 -1.40090 -0.05 0.13 -0.02
N 1.61880 -1.44650 -1.32850 0.79 -0.78 -0.52
C 2.23610 -2.11690 -2.04430 -0.39 0.29 0.52
N 2.87890 -2.91120 -2.82260 0.15 -0.43 -0.36
C 2.72260 -2.83910 -4.26800 0.00 0.29 -0.69
C 4.00060 -2.29670 -4.90140 -0.04 -0.26 0.00
C 5.19160 -3.15680 -4.48530 0.03 0.26 0.10
C 5.30550 -3.20190 -2.96300 -0.13 -0.19 -0.11
C 4.00030 -3.71150 -2.35540 0.66 -0.20 0.31
H 1.86570 -2.20510 -4.50210 0.01 -0.11 0.05
H 2.52820 -3.85350 -4.63310 -0.07 0.08 0.03
H 4.15530 -1.26680 -4.57590 -0.03 0.09 -0.02
H 3.88940 -2.29530 -5.98530 -0.03 0.05 -0.03
H 6.10800 -2.75190 -4.91220 0.04 -0.07 -0.05
H 5.06180 -4.16950 -4.87120 0.04 -0.08 -0.07
H 5.52020 -2.20290 -2.57970 0.03 0.04 0.07
H 6.11900 -3.86200 -2.66120 0.01 0.02 0.06
H 4.03550 -3.67930 -1.26520 -0.09 -0.05 -0.07
H 3.82680 -4.74560 -2.67140 -0.05 0.05 0.09
N 1.72690 -2.55380 1.51800 0.19 -0.24 0.17
N 1.27130 -1.25200 1.93680 0.32 -0.08 0.42
H 2.09350 -3.10450 2.30040 -0.09 0.33 -0.21
H 2.48610 -2.42720 0.85160 -0.26 0.09 0.18
H 1.97490 -0.75580 2.50080 -0.29 -0.23 -0.27
H 0.46170 -1.41450 2.53920 0.22 0.15 -0.26
```
Forces are in eV/Å.

The calculation puts the energy relative to the best compared isomer or geometry (same formula, charge and spin) at 0.916 eV. For the HOMO energy (alpha / beta), the calculation gives -9.083 / -9.172 eV. The value obtained for the orbital gap (alpha / beta) is 5.580 / 5.808 eV. Its total charge is +1.

---

(3)
Entry from the OMol25 dataset: a structure of composition C20H22Cl5N5O3Pd (ωB97M-V/def2-TZVPD).

Geometry as XYZ:
```
56
Properties=species:S:1:pos:R:3:forces:R:3
Pd 0.09608 -0.56083 1.19642 0.09 -0.11 0.17
Cl -7.53789 -0.58300 0.60727 0.05 0.03 0.00
C -5.95032 -0.01780 1.04446 0.02 -0.05 -0.02
C -4.81865 -0.82950 0.87107 0.01 0.05 -0.03
Cl -5.04076 -2.41528 0.18707 -0.01 0.02 0.00
C -3.55061 -0.41346 1.22476 -0.21 -0.13 -0.04
Cl -2.18867 -1.46665 0.97699 -0.28 0.40 0.16
C -3.31262 0.87857 1.84481 -0.03 -0.12 0.14
O -2.20854 1.25691 2.26488 0.02 -0.03 0.02
C -4.50761 1.68361 1.96292 -0.06 0.04 -0.06
Cl -4.28693 3.26465 2.64954 0.00 -0.03 0.01
C -5.76616 1.25098 1.58797 0.08 -0.05 0.00
Cl -7.14927 2.28676 1.80465 0.02 0.01 0.00
C 1.39706 0.05103 6.45256 -0.04 0.01 0.02
N 0.89553 0.59260 5.20440 0.05 0.22 -0.07
C -0.50584 0.97390 5.27934 0.03 0.06 -0.09
C 1.18914 -0.24092 4.06830 -0.07 -0.04 0.15
N 0.40579 -1.07889 3.51754 0.14 -0.26 -0.10
N 2.47054 0.03220 3.57931 0.00 -0.02 -0.05
C 2.84383 -0.12914 2.24215 0.20 -0.18 0.09
N 3.88430 0.78754 1.89275 -0.10 0.15 0.03
N 2.28636 -0.97443 1.47332 -0.10 0.00 -0.06
H 1.38838 0.82704 7.22397 -0.02 -0.01 0.00
H 2.42279 -0.29387 6.32117 0.00 0.00 0.02
H 0.79197 -0.79769 6.81576 0.01 -0.02 -0.03
H -0.60623 1.84769 5.92710 0.01 -0.02 0.05
H -1.14263 0.17395 5.69111 0.00 -0.02 -0.02
H -0.87079 1.22908 4.28233 -0.06 -0.01 0.05
H -0.50167 -1.11511 3.97020 0.01 0.08 0.04
H 2.83507 0.88048 3.98155 -0.13 0.09 -0.06
H 4.70453 0.66795 2.47348 0.03 -0.06 -0.04
H 4.12814 0.67290 0.91942 0.01 0.00 0.00
H 2.60841 -0.92113 0.51079 0.09 0.07 0.03
C 1.45172 -0.02474 -7.55769 -0.01 0.03 0.04
C 1.30107 -0.16197 -6.06265 0.00 -0.02 -0.01
C 2.40761 -0.31242 -5.23880 0.00 -0.02 0.00
C 2.27394 -0.44261 -3.85740 0.02 0.03 0.03
C 3.49141 -0.59505 -2.98001 -0.09 0.02 -0.04
C 1.00291 -0.43248 -3.28294 -0.04 0.04 -0.10
C -0.12569 -0.28193 -4.09922 -0.02 0.03 0.04
C -1.49933 -0.26722 -3.47863 0.10 -0.03 -0.01
C 0.04098 -0.14006 -5.47203 0.00 0.00 -0.02
C 0.83020 -0.58600 -1.77138 0.05 0.00 0.03
O 0.27791 -1.63616 -1.39550 0.10 0.02 -0.17
O 1.26724 0.36335 -1.07619 0.11 -0.11 -0.14
H 2.46429 -0.28282 -7.87437 -0.01 0.01 0.00
H 1.24934 0.99816 -7.88964 0.01 -0.01 0.00
H 0.75520 -0.68141 -8.08474 0.01 0.01 -0.01
H 3.40252 -0.32714 -5.67909 -0.01 -0.02 0.01
H 4.41191 -0.53408 -3.56488 -0.01 -0.02 -0.01
H 3.46675 -1.55586 -2.45899 0.02 0.02 0.01
H 3.48575 0.18183 -2.21440 0.02 -0.01 0.00
H -1.64571 -1.16890 -2.88356 -0.02 0.01 0.00
H -2.27896 -0.19335 -4.23930 0.02 0.03 0.00
H -1.59667 0.57211 -2.78609 -0.02 -0.01 0.00
H -0.83711 -0.01137 -6.10186 0.01 -0.03 0.03
```
Forces are in eV/Å.

The calculation puts the energy relative to the best compared isomer or geometry (same formula, charge and spin) at 1.614 eV. For the HOMO energy, the calculation gives 0.644 eV. The value obtained for the orbital gap is 3.757 eV. Its total charge is -2.

---

(4)
Entry from the OMol25 dataset: a cluster of 2 separate species, C18H26N3O7 in total (ωB97M-V/def2-TZVPD).

Geometry as XYZ:
```
54
Properties=species:S:1:pos:R:3:forces:R:3
C -0.37487 4.91120 1.41196 0.04 -0.10 -0.58
C 0.70051 3.96189 0.99641 1.95 0.38 0.97
O 1.86059 4.01116 1.37868 -1.97 -0.30 -0.88
O 0.29192 2.96729 0.11826 0.20 0.02 0.07
C -0.21710 1.83437 0.81716 0.10 0.34 0.15
C -0.54510 0.77448 -0.18970 0.06 0.28 -0.03
C -1.69631 1.18802 -1.10429 0.28 -0.48 -0.01
C -2.50540 -0.02148 -1.58185 0.80 0.06 0.27
C -1.60639 -1.04136 -2.22460 -0.58 -0.11 0.17
C -1.68664 -2.35353 -1.98995 0.44 0.36 -0.30
C -0.71912 -3.23066 -2.69806 -0.25 -0.31 -0.22
O -1.00292 -4.31535 -3.16867 0.14 0.22 0.45
C 0.64304 -2.63478 -2.86299 0.51 0.27 -0.17
C 1.86945 -3.48770 -2.77191 0.23 0.38 0.13
C 2.27350 -3.80739 -1.33232 -0.74 -0.50 0.02
C 1.15288 -4.42728 -0.48155 0.46 0.09 0.14
C 0.51978 -3.44574 0.48056 0.26 -0.31 0.46
N 1.47161 -3.17353 1.56959 -0.87 0.22 0.06
C 0.98336 -2.44795 2.68886 0.65 0.08 0.21
N 1.74039 -2.07115 3.63917 -0.15 -0.12 -0.01
N -0.38530 -2.20302 2.78246 0.03 0.57 -0.43
C 0.71271 -1.32493 -3.12109 -0.49 -0.41 0.15
C -0.56768 -0.57718 -3.19550 0.01 0.23 -0.48
O -0.79365 0.29522 -4.01047 0.20 -0.17 0.49
H -0.79070 4.63457 2.37215 -0.07 -0.10 0.28
H -1.15934 4.90265 0.66811 -0.32 0.00 -0.06
H 0.00142 5.91706 1.50536 0.19 0.35 0.22
H 0.52770 1.49500 1.53337 0.18 -0.14 0.12
H -1.11220 2.12776 1.36832 -0.19 0.00 0.15
H 0.36292 0.61714 -0.76414 0.20 -0.31 -0.17
H -0.75960 -0.13845 0.35820 -0.17 -0.32 0.07
H -1.26932 1.69079 -1.96025 -0.14 0.42 -0.17
H -2.32731 1.87366 -0.55409 -0.32 0.23 -0.07
H -2.89768 -0.50127 -0.69256 -0.56 -0.14 0.08
H -3.30158 0.28339 -2.24618 -0.26 0.03 -0.19
H -2.41624 -2.78263 -1.32706 -0.32 -0.21 0.01
H 1.79061 -4.39629 -3.35578 -0.30 -0.23 -0.10
H 2.67688 -2.90162 -3.19388 0.26 0.02 -0.29
H 3.08399 -4.52130 -1.36948 0.45 -0.01 -0.06
H 2.61576 -2.91237 -0.82950 0.24 0.24 0.08
H 0.40344 -4.92769 -1.08025 -0.18 -0.03 -0.25
H 1.59568 -5.20493 0.13419 0.02 -0.32 0.13
H -0.39830 -3.86933 0.88176 -0.32 -0.04 -0.03
H 0.29322 -2.50803 -0.01323 -0.11 0.30 -0.17
H 1.83070 -4.04273 1.93588 0.30 -0.14 -0.13
H 2.69794 -2.33411 3.43200 0.10 0.03 0.04
H -0.50159 -1.43718 3.43177 -0.13 -0.09 0.31
H -0.80507 -1.91857 1.90707 -0.07 -0.27 -0.09
H 1.64207 -0.81550 -3.30208 0.19 0.16 -0.25
C -1.14395 8.37815 3.43080 -0.32 0.15 0.53
O -0.75880 9.31383 4.17302 -0.08 -0.26 -0.28
O -0.25091 8.12872 2.34457 0.12 0.32 0.27
O -2.13953 7.65151 3.48482 0.11 -0.12 -0.19
H 0.39056 8.81714 2.57691 0.19 -0.21 -0.40
```
Forces are in eV/Å.

For the HOMO energy, the calculation gives -4.437 eV. The value obtained for the orbital gap is 4.765 eV. Its total charge is -1.

---

Number 1: largest force on an atom 3.804 eV/A, E_tot -4411.4822 Ha. Number 2: largest force on an atom 2.466 eV/A, E_tot -2622.8736 Ha. Number 3: largest force on an atom 0.513 eV/A, E_tot -3703.7002 Ha. Number 4: largest force on an atom 2.218 eV/A, E_tot -1392.4979 Ha.